1.
C21H26MgN2O2S2 | ωB97M-V/def2-TZVPD

As for the HOMO energy (spin up / spin down): -2.92 / -4.47 eV. Its multiplicity is 2. As for the net charge: -1. Its lowest unoccupied orbital energy (spin up / spin down) is 2.724 / 2.671 eV. For the HOMO-LUMO gap (spin up / spin down), the calculation gives 0.20726 / 0.26233 Eh.

```
54
Properties=species:S:1:pos:R:3:forces:R:3
Mg -0.09230 -0.47654 -0.48545 0.624 1.343 -0.311
C -3.67420 -1.61474 -0.57115 0.405 -0.277 0.034
C -2.40690 -2.39064 -0.95955 -0.601 -0.384 -0.188
C -2.27080 -2.44584 -2.48475 0.105 -0.074 0.409
O -1.30350 -1.80914 -0.40035 -0.252 -1.172 0.526
H -4.56960 -2.07434 -0.98615 -0.155 -0.007 -0.079
H -3.56640 -0.59364 -0.92985 -0.095 0.153 -0.045
H -3.75530 -1.58624 0.51335 -0.088 0.044 0.139
H -2.50660 -3.43504 -0.58005 -0.073 0.203 -0.165
H -2.30470 -1.42804 -2.87165 -0.004 0.074 -0.148
H -3.05860 -3.04694 -2.93845 -0.112 0.011 -0.088
H -1.30160 -2.87284 -2.73485 0.057 -0.047 -0.105
N -0.07340 -1.76464 1.83115 -0.031 -0.534 0.684
C 0.13310 -2.25564 3.05645 0.041 -0.125 0.222
C 1.04110 -1.42204 3.67875 -0.018 -0.047 0.083
C 1.32160 -0.43864 2.72375 -0.024 0.042 0.179
N 0.62950 -0.66874 1.62285 0.214 0.641 -0.388
H -0.67300 -2.04474 1.01655 -0.598 -0.519 -0.099
H -0.36540 -3.13954 3.41155 -0.048 -0.063 -0.048
H 1.42640 -1.50514 4.67715 0.054 -0.021 0.087
H 1.97240 0.41266 2.80025 0.054 0.119 -0.051
S 1.20680 -0.83564 -3.76785 -0.222 0.484 0.102
C 1.05790 -0.20514 -2.31455 -0.595 -0.786 -1.689
C -2.93400 3.42046 2.76105 -0.121 0.256 -0.043
C -2.40420 2.13286 2.92095 0.117 -0.287 0.166
C -1.86300 1.47066 1.85415 -0.073 -0.071 0.321
C -1.82240 2.03696 0.56465 -0.192 0.502 -0.167
C -1.20730 1.34926 -0.51805 0.198 0.008 -0.056
C -1.35290 1.93956 -1.75495 0.035 -0.150 0.086
C -2.03060 3.15186 -1.95945 -0.191 0.396 -0.071
C -2.52300 3.85906 -0.89865 -0.010 0.108 -0.209
C -2.43020 3.31486 0.39735 0.010 -0.221 0.088
C -2.95980 3.98676 1.51905 -0.054 0.189 0.126
H -3.32710 3.94916 3.62115 -0.064 0.035 -0.020
H -2.43190 1.67306 3.89975 0.056 -0.101 0.058
H -1.46420 0.47586 1.96985 0.038 -0.074 0.102
H -0.91910 1.45526 -2.62015 0.061 -0.042 -0.192
H -2.15310 3.53516 -2.96665 0.063 0.084 -0.043
H -2.98910 4.83066 -1.02875 -0.060 -0.026 -0.046
H -3.39710 4.96576 1.36925 -0.051 0.121 0.018
O 1.93400 -1.59234 -0.60475 -1.252 -1.436 0.396
S 2.62560 -0.30684 -0.87725 3.533 1.140 0.187
C 3.90710 -0.63594 -2.20175 -0.189 0.622 0.242
C 5.29160 -0.41774 -1.63375 0.017 -0.142 0.180
C 5.27760 -1.03344 -0.23805 0.191 0.093 -0.033
C 4.05040 -0.48824 0.44895 -0.481 -0.023 -0.214
H 3.69200 0.02086 -3.04145 -0.077 -0.104 -0.028
H 3.74840 -1.66944 -2.50375 -0.174 -0.028 0.055
H 5.50050 0.65446 -1.57505 0.086 -0.015 0.029
H 6.05320 -0.88144 -2.26705 -0.016 0.096 -0.053
H 6.20300 -0.81904 0.30835 -0.045 -0.062 -0.005
H 5.18340 -2.11744 -0.33085 0.058 -0.064 -0.001
H 4.20090 0.51626 0.84325 0.087 0.111 0.008
H 3.67460 -1.13594 1.23545 -0.137 0.027 0.058
```
Forces are in eV/Å.

These are the natural (NBO) partial charges, in e, on atoms 1 to 5: number 1, Mg, carries 1.7007; number 2, C, carries -0.6291; number 3, C, carries 0.1457; number 4, C, carries -0.6311; number 5, O, carries -1.0532

2.
C3H12N4O2 | ωB97M-V/def2-TZVPD

Its SMILES is COC(C)=O.NN(N)N. As for the HOMO energy: -9.24 eV. Its lowest unoccupied orbital energy is 1.004 eV. For the HOMO-LUMO gap, the calculation gives 0.37652 Eh.

```
21
Properties=species:S:1:pos:R:3:forces:R:3
C 1.95137 1.90507 0.31621 -0.725 0.066 0.661
O 1.54357 0.85778 -0.54099 -1.028 -2.242 0.283
C 1.18366 -0.41393 0.08103 3.987 1.670 0.191
C 1.40316 -1.50555 -0.93002 -1.095 -0.033 -0.337
O 1.30270 -0.56525 1.27488 -1.024 0.363 -0.708
H 2.42688 2.67042 -0.29695 0.044 -0.208 -0.015
H 2.61190 1.54862 1.11194 0.032 0.026 -0.195
H 1.05600 2.32410 0.78770 0.223 0.153 0.144
H 1.69740 -2.43526 -0.44882 -0.116 0.147 0.215
H 2.16237 -1.21083 -1.64747 -0.046 0.137 0.000
H 0.45691 -1.65784 -1.44573 0.119 -0.201 -0.274
N -1.56807 -1.03653 1.20620 -0.191 -0.133 0.155
N -1.31106 -0.35700 0.00152 -1.380 2.937 0.218
N -2.31324 -0.65223 -0.94893 -0.243 -0.139 -0.666
N -1.37825 1.15343 0.26934 0.630 -0.586 0.489
H -0.69750 -1.08040 1.72859 -0.042 0.171 -0.033
H -2.26308 -0.53396 1.76629 0.289 -0.060 -0.180
H -3.20356 -0.94153 -0.53304 0.496 0.082 0.183
H -1.99620 -1.40167 -1.55423 0.060 -0.002 0.200
H -0.79360 1.68769 -0.36585 0.421 -0.866 -0.267
H -2.27135 1.64488 0.16830 -0.408 -1.282 -0.063
```
Forces are in eV/Å.

These are the natural (NBO) partial charges, in e, on atoms 1 to 5: number 1, C, carries -0.2623; number 2, O, carries -0.5707; number 3, C, carries 0.8426; number 4, C, carries -0.7156; number 5, O, carries -0.6164

3.
C3H5F2NO | ωB97M-V/def2-TZVPD

Its SMILES is C=C(F)F.C=NO. As for the HOMO energy: -9.96 eV. Its lowest unoccupied orbital energy is 0.894 eV. For the HOMO-LUMO gap, the calculation gives 0.39874 Eh.

```
12
Properties=species:S:1:pos:R:3:forces:R:3
C -0.91155 1.56003 -0.33924 2.729 1.391 -2.290
C -0.84196 0.97491 0.81459 1.544 0.791 0.921
F 0.25090 0.89338 1.63589 -0.889 0.074 -1.286
F -1.82776 0.44386 1.43490 -1.690 -0.913 1.116
H -1.75764 1.79019 -0.97248 -0.282 -0.596 0.562
H 0.08174 1.85783 -0.82923 -1.558 -0.337 1.103
C 0.43943 -1.56271 0.32976 -0.508 -1.499 -0.791
N 0.26724 -1.28628 -0.92077 1.268 -0.134 1.978
O -0.94557 -1.48675 -1.47983 0.638 1.077 -1.360
H -0.27384 -2.07474 1.04419 0.096 0.748 -1.097
H 1.44728 -1.57327 0.72923 0.052 0.636 -0.345
H -1.45528 -2.01838 -0.91276 -1.400 -1.238 1.489
```
Forces are in eV/Å.

These are the natural (NBO) partial charges, in e, on atoms 1 to 5: number 1, C, carries -0.5892; number 2, C, carries 0.7415; number 3, F, carries -0.3306; number 4, F, carries -0.3019; number 5, H, carries 0.2420